13
Properties=species:S:1:pos:R:3:forces:R:3:mulliken_charge:R:1 method="wB97M-V/def2-TZVPD" e_above_lowest_kcal_mol=106.47 total_charge=0 fmax_ev_per_a=5.46 gap_ev=7.896 total_energy_ev=-4742.49213 homo_ev=-6.8
C 0.791 -0.351 -0.391 -1.660 -1.188 1.652 -0.18
C -0.322 0.121 0.341 2.708 -4.543 -1.374 -0.26
C -1.708 -0.306 -0.056 0.134 0.708 -0.306 -0.99
N 2.080 -0.500 0.131 -0.002 0.207 0.015 -0.51
H 2.819 0.013 -0.331 -0.008 0.012 -0.026 0.21
H 2.153 -0.431 1.136 -0.028 0.100 -0.096 0.22
H 0.636 -0.722 -1.396 0.029 0.263 -0.164 0.34
H 0.253 1.238 -0.363 -2.623 3.019 1.425 -0.22
H -0.164 0.209 1.410 0.110 0.918 -0.071 0.25
H -0.374 2.018 -0.017 1.330 0.232 -1.116 0.16
H -1.920 -1.286 0.378 0.102 0.177 0.130 0.32
H -2.450 0.412 0.294 -0.084 0.020 -0.042 0.32
H -1.794 -0.413 -1.136 -0.009 0.076 -0.025 0.33